DFT (ωB97M-V/def2-TZVPD) results for a 3-piece molecular cluster, C30H53Br3FN2O5PS overall.

## Properties
Frontier orbital gap ... 8.6 eV
Structure (SMILES) ... CC[C@H](C)[C@]1(P(C)CC)OS(=O)(=O)[C@@H](/C(Br)=C(/C)Br)[C@@](N)(F)[C@@]1(C[C@H](C)Br)c1cccnc1.CCOCC.CCOCC
HOMO ... -0.304 Eh

```
! wB97M-V def2-TZVPD RIJCOSX def2/J DEFGRID3
* xyz 0 1
C -2.25959 2.40317 2.31635
C -1.68650 1.51745 1.19796
C -0.24291 1.91837 0.83672
C -0.27354 3.28447 0.15335
C 0.54771 0.80515 0.07213
P -0.55909 0.43703 -1.49191
C 0.40225 -0.55116 -2.69994
C -1.89495 -0.72762 -0.93714
C -2.17609 -1.86895 -1.91455
O 0.43079 -0.31205 1.03968
S 1.06108 -1.73292 0.87850
O 1.12592 -2.21607 2.22303
O 0.38180 -2.47073 -0.13651
C 2.78017 -1.44428 0.34207
C 3.34758 -2.73447 -0.26040
Br 2.81902 -4.28917 0.73435
C 4.22056 -3.04065 -1.23287
C 4.61851 -4.45707 -1.59382
Br 5.20951 -1.82624 -2.32107
C 3.04062 -0.09963 -0.36993
N 4.40726 0.24197 -0.06315
F 2.90682 -0.27021 -1.74174
C 2.09962 1.14380 -0.01992
C 2.60282 1.77664 1.33279
C 2.55243 0.99116 2.66670
C 1.81761 1.71410 3.80053
Br 4.40407 0.62831 3.29568
C 2.42531 2.20282 -1.10825
C 1.58210 2.55014 -2.15797
C 1.96891 3.49851 -3.09212
C 3.20356 4.08537 -2.96506
N 4.03664 3.77643 -1.98003
C 3.64888 2.86587 -1.09171
H -3.08627 1.89751 2.81493
H -1.49358 2.64978 3.05830
H -2.63824 3.35174 1.92925
H -1.73679 0.48508 1.53276
H -2.32409 1.63963 0.31789
H 0.24783 2.05265 1.79711
H 0.71394 3.74275 0.07608
H -0.68497 3.21516 -0.85653
H -0.89934 3.96679 0.72854
H -0.30337 -0.90926 -3.44806
H 1.08706 0.13347 -3.20492
H 0.99892 -1.36367 -2.29737
H -1.71711 -1.13375 0.05495
H -2.79062 -0.10615 -0.86560
H -2.53190 -1.49172 -2.87628
H -1.30265 -2.50033 -2.06402
H -2.96265 -2.50265 -1.49613
H 3.25276 -1.32400 1.32675
H 5.16442 -4.93017 -0.77691
H 3.72817 -5.04957 -1.81072
H 5.24211 -4.45370 -2.48288
H 4.87765 0.54824 -0.90581
H 4.93270 -0.54248 0.29954
H 3.62983 2.08295 1.20112
H 2.06179 2.71078 1.48222
H 2.14899 -0.00512 2.59373
H 1.80143 2.79472 3.63664
H 2.28044 1.52109 4.76627
H 0.78424 1.36280 3.85067
H 0.59724 2.11625 -2.26008
H 1.30506 3.76987 -3.90306
H 3.54669 4.83259 -3.67482
H 4.37948 2.66432 -0.32213
C -5.30661 1.22317 -5.29541
C -4.73856 1.50988 -3.91594
O -3.32569 1.44660 -3.84864
C -2.61546 2.36101 -4.66099
C -2.88954 3.81923 -4.33510
H -4.94024 0.26507 -5.66648
H -6.39532 1.18475 -5.24654
H -5.03545 1.99299 -6.01916
H -5.08431 0.75368 -3.21033
H -5.10003 2.47774 -3.54907
H -2.80318 2.16426 -5.72321
H -1.56451 2.13390 -4.47455
H -3.91603 4.10685 -4.56650
H -2.22860 4.46028 -4.91998
H -2.71426 4.01004 -3.27506
C -2.36296 -4.06176 6.91629
C -2.93229 -4.72660 5.67382
O -2.95143 -3.89536 4.52919
C -1.68575 -3.42778 4.08881
C -0.70930 -4.52186 3.70036
H -2.88692 -3.12734 7.12241
H -2.47821 -4.72330 7.77578
H -1.30060 -3.83843 6.81094
H -3.97623 -4.99195 5.84406
H -2.39559 -5.65959 5.46531
H -1.23637 -2.76984 4.84189
H -1.90452 -2.80749 3.21882
H -0.40618 -5.12836 4.55597
H 0.18227 -4.06947 3.27262
H -1.15615 -5.18548 2.95750
*
```

The computed Mulliken charges, all in e, follow: atom 1 (C): -1.5376, atom 2 (C): -0.2568, atom 3 (C): 0.4092, atom 4 (C): -1.3901, atom 5 (C): 0.6683, atom 6 (P): 0.3695, atom 7 (C): -1.6943, atom 8 (C): 0.7203, atom 9 (C): -1.7379, atom 10 (O): -0.4060, atom 11 (S): 0.5839, atom 12 (O): -0.5354, atom 13 (O): -0.5801, atom 14 (C): -0.2462, atom 15 (C): -0.3765, atom 16 (Br): -0.0924, atom 17 (C): 0.3755, atom 18 (C): -1.5213, atom 19 (Br): -0.1325, atom 20 (C): 0.7254, atom 21 (N): -0.2222, atom 22 (F): -0.3471, atom 23 (C): 2.7989, atom 24 (C): -2.9100, atom 25 (C): 0.9730, atom 26 (C): -1.2698, atom 27 (Br): -0.1499, atom 28 (C): -0.6130, atom 29 (C): -0.0429, atom 30 (C): -1.3438, atom 31 (C): -0.5675, atom 32 (N): -0.7456, atom 33 (C): -0.3692, atom 34 (H): 0.4581, atom 35 (H): 0.2843, atom 36 (H): 0.3700, atom 37 (H): 0.1589, atom 38 (H): 0.0878, atom 39 (H): -0.0605, atom 40 (H): 0.2061, atom 41 (H): 0.0331, atom 42 (H): 0.6897, atom 43 (H): 0.6614, atom 44 (H): 0.4486, atom 45 (H): 0.3015, atom 46 (H): -0.0157, atom 47 (H): 0.4896, atom 48 (H): 0.2821, atom 49 (H): 0.3528, atom 50 (H): 0.4508, atom 51 (H): 0.4474, atom 52 (H): 0.3526, atom 53 (H): 0.3890, atom 54 (H): 0.4246, atom 55 (H): 0.4165, atom 56 (H): 0.4281, atom 57 (H): 1.0105, atom 58 (H): 0.5921, atom 59 (H): -0.4217, atom 60 (H): 0.2863, atom 61 (H): 0.4712, atom 62 (H): 0.2602, atom 63 (H): 0.0897, atom 64 (H): 0.5534, atom 65 (H): 0.3784, atom 66 (H): 0.6228, atom 67 (C): -1.1498, atom 68 (C): -0.3811, atom 69 (O): -0.2499, atom 70 (C): -0.1549, atom 71 (C): -1.2436, atom 72 (H): 0.3118, atom 73 (H): 0.3947, atom 74 (H): 0.2713, atom 75 (H): 0.3042, atom 76 (H): 0.3448, atom 77 (H): 0.3488, atom 78 (H): 0.1068, atom 79 (H): 0.3531, atom 80 (H): 0.4316, atom 81 (H): 0.2689, atom 82 (C): -1.0228, atom 83 (C): -0.3069, atom 84 (O): -0.4423, atom 85 (C): -0.0536, atom 86 (C): -0.8372, atom 87 (H): 0.2717, atom 88 (H): 0.3932, atom 89 (H): 0.2571, atom 90 (H): 0.3551, atom 91 (H): 0.2836, atom 92 (H): 0.2653, atom 93 (H): 0.0551, atom 94 (H): 0.3525, atom 95 (H): 0.1600, atom 96 (H): 0.2769


DFT (ωB97M-V/def2-TZVPD) results for C30H53BrIInNO14P2 as an isolated structure.

## Properties
Frontier orbital gap ... 5.8 eV
HOMO ... -0.166 Eh

```
! wB97M-V def2-TZVPD RIJCOSX def2/J DEFGRID3
* xyz -1 1
C 2.58080 1.11050 1.70399
C 3.88300 0.32505 1.73345
P 5.43158 1.35699 1.96240
C 4.81238 3.07589 2.30128
In 6.30244 0.80145 4.25618
Br 7.66781 -1.39135 4.23213
C 4.96426 0.72451 6.03567
C 4.31868 -0.60731 6.38864
C 3.98801 -0.78273 7.88201
I 2.49186 -0.87804 5.25160
P 7.94068 2.73532 4.71485
N 8.87388 3.20168 3.56212
O 7.05315 4.02488 5.24277
O 8.84533 2.51101 6.06098
H 1.73909 0.46041 1.45608
H 2.61496 1.89608 0.94920
H 2.36774 1.57828 2.66641
H 4.01549 -0.18465 0.77579
H 3.82468 -0.45087 2.49602
H 4.00699 3.14949 3.03317
H 4.49572 3.52985 1.36152
H 5.67769 3.63263 2.66884
H 4.21558 1.51836 5.97344
H 5.61114 0.97125 6.88770
H 4.96549 -1.42023 6.06396
H 4.67420 -1.50184 8.33239
H 2.97612 -1.13373 8.06882
H 4.09943 0.17337 8.39478
H 8.76504 2.61448 2.74399
H 6.14461 3.74884 5.39956
H 8.39294 1.89566 6.64760
O 2.57317 3.07202 -1.57201
C 1.77356 2.45187 -2.21510
O 1.99461 2.14244 -3.51404
C 0.84463 1.47211 -4.06406
C 0.11065 0.88438 -2.86751
C 0.42632 1.90884 -1.78326
H 0.23741 2.21145 -4.59054
H 1.20124 0.73133 -4.77613
H -0.95002 0.75019 -3.05267
H 0.54114 -0.08275 -2.59911
H -0.29002 2.73264 -1.77785
H 0.49268 1.49421 -0.78034
O -2.86886 2.12890 -3.50668
C -3.50070 1.98120 -2.49792
O -2.95140 2.12917 -1.27515
C -3.89754 1.77442 -0.24862
C -5.26631 1.94225 -0.90369
C -4.95828 1.58994 -2.35396
H -3.70611 0.74367 0.05247
H -3.73189 2.43258 0.60176
H -6.03010 1.31886 -0.44361
H -5.58831 2.98288 -0.83527
H -5.03314 0.51740 -2.54423
H -5.56104 2.11914 -3.08743
O -2.28163 -0.48810 -0.36831
C -1.75572 -1.00898 0.58111
O -0.85335 -0.36252 1.34496
C -0.31989 -1.25065 2.35613
C -1.37402 -2.34080 2.51038
C -1.96072 -2.41343 1.10540
H 0.63529 -1.64224 2.00299
H -0.14540 -0.66976 3.25784
H -0.95918 -3.27821 2.87280
H -2.14227 -2.01515 3.21327
H -1.40698 -3.09975 0.46038
H -3.01177 -2.68531 1.07387
O -4.13402 -4.67463 0.04779
C -3.55084 -4.90370 -0.97305
O -2.32643 -5.48139 -0.98062
C -1.81134 -5.54373 -2.32607
C -3.03851 -5.46848 -3.22836
C -3.97641 -4.60273 -2.39514
H -1.13676 -4.69696 -2.47042
H -1.24430 -6.46606 -2.42273
H -2.82238 -5.07075 -4.21597
H -3.47107 -6.46010 -3.35628
H -3.82379 -3.53479 -2.56861
H -5.02894 -4.83522 -2.52881
O 1.91439 9.66719 -2.20680
C 2.01569 8.57551 -1.72421
O 1.86739 8.36059 -0.39736
C 2.12432 6.97549 -0.08133
C 1.89547 6.21747 -1.38274
C 2.31326 7.25879 -2.41732
H 3.15368 6.88907 0.27117
H 1.45223 6.68787 0.72301
H 2.44332 5.28157 -1.43206
H 0.83260 5.99317 -1.49711
H 3.38386 7.22253 -2.62908
H 1.77013 7.20435 -3.35704
O -4.97421 -5.74142 -5.94036
C -5.95748 -6.25205 -5.49422
O -6.04645 -6.63147 -4.19285
C -7.29573 -7.30093 -3.94628
C -8.22963 -6.82320 -5.05396
C -7.25378 -6.59378 -6.20496
H -7.11892 -8.37759 -3.98879
H -7.62530 -7.03512 -2.94517
H -9.02271 -7.53495 -5.27115
H -8.69007 -5.87777 -4.76523
H -7.08298 -7.49817 -6.79228
H -7.53111 -5.78811 -6.87880
*
```

These are the Mulliken partial charges, in e, on atoms 1 to 99: atom 1 (C): -0.1893, atom 2 (C): -0.3819, atom 3 (P): -0.0926, atom 4 (C): -0.9729, atom 5 (In): 0.5452, atom 6 (Br): -0.5506, atom 7 (C): -1.3211, atom 8 (C): -0.0205, atom 9 (C): -1.1565, atom 10 (I): -0.0275, atom 11 (P): 0.4358, atom 12 (N): -0.8485, atom 13 (O): -0.5220, atom 14 (O): -0.5068, atom 15 (H): -0.2507, atom 16 (H): 0.1068, atom 17 (H): 0.2051, atom 18 (H): 0.4173, atom 19 (H): 0.1784, atom 20 (H): 0.2641, atom 21 (H): 0.2463, atom 22 (H): 0.4614, atom 23 (H): 0.4021, atom 24 (H): 0.3613, atom 25 (H): 0.3943, atom 26 (H): 0.2864, atom 27 (H): 0.3344, atom 28 (H): 0.3452, atom 29 (H): 0.2857, atom 30 (H): 0.3265, atom 31 (H): 0.2804, atom 32 (O): -0.6347, atom 33 (C): 0.4062, atom 34 (O): -0.3745, atom 35 (C): -0.5819, atom 36 (C): -0.1641, atom 37 (C): 0.2917, atom 38 (H): 0.2426, atom 39 (H): 0.3125, atom 40 (H): 0.0840, atom 41 (H): 0.2766, atom 42 (H): 0.1840, atom 43 (H): -0.0548, atom 44 (O): -0.6110, atom 45 (C): 0.5269, atom 46 (O): -0.2242, atom 47 (C): 0.0468, atom 48 (C): -0.5550, atom 49 (C): -0.4819, atom 50 (H): -0.1654, atom 51 (H): 0.3878, atom 52 (H): 0.3348, atom 53 (H): 0.2676, atom 54 (H): 0.1963, atom 55 (H): 0.3572, atom 56 (O): -0.7767, atom 57 (C): 0.5387, atom 58 (O): -0.3626, atom 59 (C): -0.3734, atom 60 (C): -0.7279, atom 61 (C): -0.0600, atom 62 (H): 0.2557, atom 63 (H): 0.3093, atom 64 (H): 0.3240, atom 65 (H): 0.3176, atom 66 (H): 0.0806, atom 67 (H): 0.3091, atom 68 (O): -0.6462, atom 69 (C): 0.7143, atom 70 (O): -0.3831, atom 71 (C): -0.4974, atom 72 (C): -0.1957, atom 73 (C): -0.4176, atom 74 (H): 0.2438, atom 75 (H): 0.3210, atom 76 (H): 0.3970, atom 77 (H): 0.0904, atom 78 (H): 0.2129, atom 79 (H): 0.2201, atom 80 (O): -0.5922, atom 81 (C): 0.5064, atom 82 (O): -0.3646, atom 83 (C): -0.5081, atom 84 (C): 0.1117, atom 85 (C): -0.5063, atom 86 (H): 0.2808, atom 87 (H): 0.3023, atom 88 (H): 0.0619, atom 89 (H): 0.1403, atom 90 (H): 0.2841, atom 91 (H): 0.3060, atom 92 (O): -0.5523, atom 93 (C): 0.5389, atom 94 (O): -0.3176, atom 95 (C): -0.4522, atom 96 (C): -0.4869, atom 97 (C): -0.4885, atom 98 (H): 0.2499, atom 99 (H): 0.3202


DFT (ωB97M-V/def2-TZVPD) results for a 9-piece molecular cluster, C30H54Br6N2O4 overall at a distorted geometry.

## Properties
Frontier orbital gap (alpha / beta) ... 2.8 / 8.1 eV
HOMO (alpha / beta) ... -0.021 / -0.216 Eh

```
! wB97M-V def2-TZVPD RIJCOSX def2/J DEFGRID3
* xyz -1 2
C 6.20943 20.74257 32.86030
C 6.76098 20.82601 34.29242
C 5.89410 19.75751 34.92564
O 5.90359 18.72832 33.84270
C 5.68904 19.40215 32.60105
H 6.79278 21.24702 32.09002
H 5.37194 21.43236 32.75594
H 6.48143 21.71520 34.85749
H 7.82677 20.63167 34.41246
H 4.90737 20.21733 34.98079
H 6.18334 19.45928 35.93337
H 4.67570 19.45200 32.20259
H 6.26072 18.85187 31.85374
C 5.33385 25.52230 31.15461
C 3.81255 25.67933 30.86698
C 3.30079 24.30176 31.04823
O 4.18377 23.74464 32.05946
C 5.39625 24.43311 32.15335
H 5.86299 26.36445 31.60060
H 5.78761 25.17647 30.22585
H 3.57986 26.15838 29.91595
H 3.35897 26.38723 31.56070
H 3.49151 23.81522 30.09166
H 2.22727 24.15985 31.17275
H 6.15856 23.79527 31.70598
H 5.72204 24.79686 33.12785
C 4.78080 26.89547 41.90944
C 5.94183 26.21150 41.21755
C 6.62253 27.38509 40.54971
O 5.52650 28.24274 40.10773
C 4.41989 28.08625 41.03714
H 4.98449 27.29566 42.90265
H 3.94066 26.20564 41.98932
H 5.64676 25.40318 40.54847
H 6.56201 25.68139 41.94037
H 7.22887 26.95176 39.75431
H 7.10841 28.15471 41.14947
H 3.48337 27.92039 40.50468
H 4.41763 28.93056 41.72651
C 12.16930 25.87652 35.95664
C 11.97321 27.19006 36.76959
C 11.97232 26.71481 38.24954
O 11.81423 25.31381 38.12311
C 12.44377 24.83789 36.99005
H 12.91437 25.93816 35.16344
H 11.20713 25.73475 35.46448
H 11.17062 27.75005 36.28965
H 12.79459 27.90655 36.77867
H 11.14228 27.20421 38.75907
H 12.95429 26.83661 38.70670
H 12.07462 23.84617 36.72868
H 13.50339 24.72173 37.21771
Br 10.00693 25.39444 42.87233
C 10.37890 24.50170 41.14878
C 9.02236 24.05570 40.52773
Br 9.51954 22.60606 39.23919
H 10.98327 23.65891 41.48426
H 11.22365 25.04531 40.72571
H 8.51707 24.92966 40.11665
H 8.41997 23.50547 41.25054
Br 3.23471 30.41759 35.20319
C 5.17813 30.28215 35.59744
C 5.62942 28.72507 35.56383
Br 5.05072 27.90912 33.87467
H 5.32450 30.70495 36.59137
H 5.56945 30.90206 34.79079
H 5.11337 28.21596 36.37784
H 6.69467 28.49997 35.61541
Br 8.28054 26.14706 35.45080
C 7.62793 24.75047 36.83040
C 6.10361 24.63892 36.85690
Br 5.42461 23.48323 38.29874
H 7.98728 25.13473 37.78502
H 8.18584 23.81968 36.72807
H 5.72274 24.23602 35.91844
H 5.65959 25.63122 36.77757
N 11.63499 21.35100 33.20209
C 11.38241 22.63876 32.93638
C 10.51267 23.09833 33.95410
C 10.39869 22.09671 34.92853
C 11.08726 20.97992 34.45041
H 12.17869 20.85399 32.51110
H 11.66041 23.05469 31.97924
H 9.98147 24.03669 33.89329
H 9.90507 22.09926 35.88911
H 11.18238 19.95018 34.76183
N 1.92846 27.66927 36.51630
C 2.54755 27.90620 37.77605
C 2.94348 26.65540 38.18408
C 2.57348 25.66521 37.34305
C 1.86407 26.29786 36.42462
H 1.54697 28.31363 35.83852
H 2.61100 28.86290 38.27315
H 3.43663 26.26155 39.06049
H 2.77771 24.61015 37.45045
H 1.38818 25.93963 35.52373
*
```

The computed Mulliken charges, all in e, follow: atom 1 (C): -0.4783, atom 2 (C): 0.3075, atom 3 (C): -0.5984, atom 4 (O): -0.4637, atom 5 (C): -0.4488, atom 6 (H): 0.4937, atom 7 (H): 0.0974, atom 8 (H): -0.0900, atom 9 (H): -0.0133, atom 10 (H): 0.2825, atom 11 (H): 0.4068, atom 12 (H): 0.2480, atom 13 (H): 0.2537, atom 14 (C): -0.9086, atom 15 (C): -0.4964, atom 16 (C): -0.5238, atom 17 (O): -0.4218, atom 18 (C): 0.5298, atom 19 (H): 0.3450, atom 20 (H): 0.3349, atom 21 (H): 0.4100, atom 22 (H): 0.1300, atom 23 (H): 0.2770, atom 24 (H): 0.3406, atom 25 (H): 0.1018, atom 26 (H): -0.1590, atom 27 (C): -0.8630, atom 28 (C): 0.1707, atom 29 (C): -0.2675, atom 30 (O): -0.4099, atom 31 (C): -0.4006, atom 32 (H): 0.3379, atom 33 (H): 0.3136, atom 34 (H): -0.0953, atom 35 (H): 0.3187, atom 36 (H): 0.0891, atom 37 (H): 0.2758, atom 38 (H): 0.1815, atom 39 (H): 0.3755, atom 40 (C): 0.2421, atom 41 (C): -0.7422, atom 42 (C): -0.4373, atom 43 (O): -0.2759, atom 44 (C): -0.4084, atom 45 (H): 0.4274, atom 46 (H): -0.3868, atom 47 (H): 0.2772, atom 48 (H): 0.3014, atom 49 (H): 0.2828, atom 50 (H): 0.3705, atom 51 (H): 0.1296, atom 52 (H): 0.2437, atom 53 (Br): -0.2219, atom 54 (C): -0.5152, atom 55 (C): 0.0943, atom 56 (Br): -0.1703, atom 57 (H): 0.4401, atom 58 (H): 0.1902, atom 59 (H): -0.2468, atom 60 (H): 0.4158, atom 61 (Br): -0.2253, atom 62 (C): -0.5822, atom 63 (C): -0.1228, atom 64 (Br): -0.0635, atom 65 (H): 0.4036, atom 66 (H): 0.4099, atom 67 (H): -0.1575, atom 68 (H): 0.2732, atom 69 (Br): -0.5688, atom 70 (C): 0.3400, atom 71 (C): 0.0103, atom 72 (Br): -0.3871, atom 73 (H): -0.2640, atom 74 (H): -0.0253, atom 75 (H): 0.0352, atom 76 (H): 0.0452, atom 77 (N): 0.0176, atom 78 (C): -0.9054, atom 79 (C): -0.2962, atom 80 (C): 0.0794, atom 81 (C): -0.8999, atom 82 (H): 0.1974, atom 83 (H): 0.4023, atom 84 (H): 0.4278, atom 85 (H): 0.4806, atom 86 (H): 0.4148, atom 87 (N): 0.1950, atom 88 (C): -1.0614, atom 89 (C): 1.0197, atom 90 (C): -1.0303, atom 91 (C): -0.7504, atom 92 (H): 0.2285, atom 93 (H): 0.3608, atom 94 (H): 0.1528, atom 95 (H): 0.4885, atom 96 (H): 0.3647